Record 1
The following is a quantum chemistry calculation of a gas-phase ion, C4H9N2 (charge +1) in a non-equilibrium geometry, from OMol25.

```
15
Properties=species:S:1:pos:R:3:forces:R:3:nbo_charge:R:1
C 0.690497 -0.249317 0.029443 -4.56 0.71 2.85 0.50
C -1.664517 0.286330 -0.663965 0.25 -1.97 -1.82 -0.22
C -0.641659 0.501317 0.395258 1.74 -2.30 -2.06 -0.17
C 1.778401 0.614606 0.137312 2.65 2.43 -0.88 -0.73
N 0.698162 -1.529891 -0.133475 -0.28 -0.02 -0.48 -0.64
N -1.726380 -0.393733 0.624698 -0.59 -0.20 -0.13 -0.58
H -2.378763 1.113885 -0.783469 0.45 -0.62 -0.63 0.24
H -1.313321 -0.469521 -1.539651 -1.44 2.35 1.76 0.21
H -0.567525 1.502840 0.721047 0.37 0.70 0.84 0.24
H 2.043752 0.978709 1.142766 -0.28 -0.78 0.05 0.31
H 1.589081 1.624495 -0.343185 -0.01 -1.30 0.04 0.29
H 2.599461 0.126213 -0.336114 1.28 0.22 -0.15 0.25
H 1.566248 -2.065741 -0.217619 -0.36 0.33 -0.19 0.44
H -2.475439 0.008958 1.174916 0.14 -0.07 0.34 0.40
H -0.197993 -2.049152 -0.207967 0.64 0.51 0.48 0.46
```
Positions in Å, forces in eV/Å.

As for the energy: -7265.7325 eV. Its largest force on an atom is 5.42 eV/Å. The SMILES is CC(=[NH2+])[C@H]1CN1. Its energy above the lowest of the compared OMol25 structures with the same formula, charge and spin is 55.6 kcal per mole. For the molecular weight, the calculation gives 85.1 g/mol. The charge is +1.


Record 2
The following is a quantum chemistry calculation of C13H9ClF4N4O in the gas phase, from OMol25.

```
32
Properties=species:S:1:pos:R:3:forces:R:3:nbo_charge:R:1
O 0.197630 -1.737388 0.987533 0.18 -0.06 0.27 -0.63
C -0.168831 -1.429801 -0.127986 -0.35 -0.08 -0.46 0.67
N -1.472600 -1.232830 -0.421116 -0.55 0.14 -0.07 -0.45
N -2.416963 -1.251194 0.608949 0.60 -0.50 0.28 -0.42
C -3.406867 -0.313215 0.577555 -0.40 0.34 -0.25 0.38
N -3.555344 0.335462 -0.580944 -0.07 0.10 -0.08 -0.55
C -4.554902 1.182006 -0.683159 0.07 -0.11 0.21 0.62
C -5.470232 1.462943 0.311493 0.01 0.07 -0.20 -0.38
C -5.305731 0.783786 1.515380 0.26 -0.07 -0.23 -0.12
C -4.270985 -0.114456 1.662937 0.08 0.00 0.04 -0.31
H -4.116317 -0.655120 2.581879 0.00 -0.08 0.12 0.22
H -5.988046 0.965044 2.331703 -0.05 0.00 0.07 0.22
H -6.261907 2.173381 0.149423 -0.08 0.07 -0.04 0.24
F -4.649664 1.802494 -1.868352 -0.04 -0.07 0.21 -0.31
H -1.996561 -1.528169 1.490562 -0.04 0.11 -0.20 0.42
H -1.830959 -0.763393 -1.244598 0.26 -0.07 0.08 0.43
C 0.756428 -1.318836 -1.336552 -0.06 -0.02 0.29 -0.53
C 2.059514 -0.707624 -0.926806 -0.17 0.42 0.23 0.22
N 3.159370 -1.406686 -1.138169 -0.19 -0.47 -0.24 -0.40
C 4.329959 -0.925392 -0.770638 0.34 0.44 0.23 0.08
C 4.464485 0.313741 -0.155549 -0.10 -0.01 -0.06 -0.19
C 3.324149 1.074845 0.078405 0.01 -0.28 -0.14 -0.15
C 2.104835 0.554588 -0.319246 0.54 -0.19 -0.03 -0.07
Cl 0.661714 1.455138 -0.067697 -0.14 0.23 0.01 0.04
H 3.389505 2.042839 0.551903 -0.04 0.07 0.02 0.25
C 5.806946 0.825306 0.284247 0.22 0.03 0.13 0.98
F 6.818518 0.275478 -0.399572 -0.02 -0.20 -0.19 -0.32
F 5.919253 2.154613 0.137506 -0.19 0.17 -0.08 -0.32
F 6.042556 0.570006 1.583575 -0.13 -0.09 0.14 -0.32
H 5.187818 -1.549703 -0.976688 0.12 0.04 0.02 0.21
H 0.285576 -0.717952 -2.115519 -0.04 -0.03 -0.07 0.23
H 0.957661 -2.319922 -1.720451 -0.04 0.07 0.00 0.27
```
Positions in Å, forces in eV/Å.

As for the energy: -45028.1544 eV. Its largest force on an atom is 0.83 eV/Å. The SMILES is O=C(Cc1ncc(C(F)(F)F)cc1Cl)NNc1cccc(F)n1. For the molecular weight, the calculation gives 348.7 g/mol. The charge is 0.